Model 1:
C4H32BO24 | ωB97M-V with the def2-TZVPD basis set

```
! RIJCOSX wB97M-V def2-TZVPD def2/J DEFGRID3
* xyz -1 1
O 0.808 29.654 8.039
C 1.428 28.630 8.006
O 2.398 28.374 7.389
B 2.654 26.898 7.523
O 1.679 26.361 8.473
C 1.057 27.374 8.708
O 0.021 27.327 9.303
O 4.056 26.856 7.984
C 4.666 26.169 7.063
O 5.806 25.717 7.190
C 3.717 25.937 6.053
O 2.590 26.171 6.256
O 4.042 25.547 4.891
O 3.212 32.076 8.172
H 2.924 31.700 7.286
H 2.511 31.854 8.824
O -1.296 28.269 6.092
H -1.529 28.695 5.170
H -0.330 28.114 5.841
O 1.595 24.929 3.700
H 1.444 24.393 2.779
H 2.183 24.358 4.146
O 2.465 27.503 3.456
H 3.466 27.531 3.703
H 2.335 26.570 3.477
O -0.123 25.066 5.121
H 0.529 25.242 4.438
H 0.087 25.090 6.106
O 6.073 28.973 7.490
H 5.753 28.803 6.662
H 6.902 28.457 7.700
O 6.218 26.144 3.086
H 5.904 25.726 2.255
H 5.624 25.820 3.632
O -1.161 31.745 6.356
H -1.748 31.428 5.742
H -0.758 30.856 6.553
O 0.063 24.312 7.677
H 0.779 23.741 7.550
H 0.097 25.063 8.287
O -1.948 29.791 9.737
H -1.479 29.138 9.244
H -2.680 30.066 9.292
O 1.677 31.483 6.080
H 1.135 32.088 5.805
H 1.318 31.136 6.961
O 0.284 26.973 12.230
H 0.012 27.522 11.424
H 0.739 26.360 11.716
O 0.527 28.944 4.972
H 1.092 28.498 4.291
H 1.122 29.323 5.405
O 6.256 23.346 8.728
H 6.379 24.077 8.190
H 5.439 23.642 9.068
O -1.828 27.188 8.562
H -0.957 27.170 9.002
H -1.487 27.230 7.599
O 8.577 25.280 7.094
H 7.576 25.595 7.022
H 8.680 24.915 6.220
*
```

Model 2:
C4H32BO24 | ωB97M-V with the def2-TZVPD basis set

```
! RIJCOSX wB97M-V def2-TZVPD def2/J DEFGRID3
* xyz -1 1
O 1.579 3.166 -1.137
C 1.515 1.990 -0.947
O 0.455 1.265 -0.621
B 0.869 -0.135 -0.420
O 2.284 -0.186 -0.788
C 2.716 1.008 -1.112
O 3.833 1.324 -1.413
O 0.069 -1.030 -1.265
C -0.476 -1.987 -0.545
O -1.234 -2.827 -0.928
C -0.200 -1.630 0.934
O 0.601 -0.582 0.966
O -0.683 -2.201 1.873
O -1.972 2.302 -3.015
H -1.398 1.822 -2.410
H -1.483 3.118 -3.235
O 1.069 3.629 1.879
H 1.730 3.045 2.269
H 1.557 4.148 1.226
O -4.056 -1.195 2.877
H -4.264 -0.289 3.125
H -3.149 -1.328 3.171
O 0.103 -5.736 -0.833
H 0.488 -5.621 0.047
H 0.460 -5.012 -1.356
O -2.277 1.137 2.175
H -2.048 1.046 3.105
H -1.507 0.791 1.705
O -4.375 -2.966 0.665
H -4.413 -2.242 1.310
H -3.518 -3.381 0.856
O -3.483 -4.096 -2.681
H -3.449 -3.371 -3.310
H -2.867 -3.828 -1.984
O 5.426 -0.821 0.025
H 6.306 -0.931 -0.345
H 4.965 -0.250 -0.608
O 2.515 1.291 -4.429
H 2.445 0.413 -4.039
H 3.416 1.336 -4.765
O 0.565 -1.373 4.621
H 0.455 -2.328 4.601
H -0.219 -1.048 5.075
O -1.437 3.600 0.592
H -2.144 2.953 0.685
H -0.663 3.168 1.002
O 5.022 3.930 -2.148
H 4.612 3.142 -1.763
H 4.393 4.634 -1.967
O 0.639 -5.698 2.004
H 0.375 -6.345 2.665
H 0.502 -4.840 2.421
O -0.798 4.852 -3.367
H -0.910 5.639 -3.906
H -0.621 5.185 -2.471
O -2.367 -4.464 1.990
H -2.278 -5.271 2.504
H -1.721 -3.849 2.362
O -0.404 5.829 -0.648
H 0.176 6.142 0.050
H -0.730 4.957 -0.322
*
```

Which of them is most stable? Easy: model 2.

Model 1:
C4H11N3O | ωB97M-V with the def2-TZVPD basis set

```
! RIJCOSX wB97M-V def2-TZVPD def2/J DEFGRID3
* xyz 0 1
C -1.738 -1.527 -0.256
N -1.077 -0.448 0.471
C -0.746 1.021 -0.341
O -1.524 1.948 -0.085
H -1.639 -0.150 1.267
H -0.552 0.684 -1.382
H -2.620 -1.141 -0.770
H -1.042 -1.949 -0.981
H -2.035 -2.322 0.428
C 1.844 1.352 -0.464
N 0.677 1.039 0.353
C 0.508 -0.664 0.909
N 1.236 -1.573 0.362
H 0.594 1.656 1.159
H 1.153 -1.620 -0.651
H 0.543 -0.570 1.994
H 1.643 2.228 -1.083
H 2.065 0.496 -1.099
H 2.711 1.539 0.170
*
```

Model 2:
C4H11N3O | ωB97M-V with the def2-TZVPD basis set

```
! RIJCOSX wB97M-V def2-TZVPD def2/J DEFGRID3
* xyz 0 1
C 0.992 -2.468 0.572
C -0.033 -1.403 0.167
N 0.516 -0.034 0.301
C -0.187 0.821 -0.292
N -1.265 0.876 -1.106
N -1.752 -0.056 -1.923
O 0.030 2.174 0.130
C 0.955 2.545 1.109
H 1.491 -2.233 1.563
H 1.849 -2.363 -0.111
H 0.443 -3.487 0.574
H -0.886 -1.381 0.922
H -0.331 -1.569 -0.908
H -1.565 1.790 -1.172
H -2.572 -0.520 -1.518
H -1.066 -0.646 -2.431
H 0.999 3.667 1.186
H 1.863 1.966 0.922
H 0.521 2.320 2.014
*
```

Which of them is most stable? Easy: model 2.